The following is a quantum chemistry calculation of a structure of composition C47H59F2O4Pt, from the Open Molecules 2025 dataset.

Atoms and positions in Å:
1 Pt 0.30372 -0.72968 -0.13142
2 C -2.28808 -2.68149 0.72970
3 O -2.07286 -1.41708 0.11414
4 C -2.84818 -0.33236 0.48394
5 C -3.10181 0.02214 1.79940
6 C -2.36213 -0.51972 3.01016
7 C -1.31264 0.47241 3.45246
8 C -1.60943 1.43201 4.40384
9 C -0.69322 2.40422 4.80347
10 C 0.54849 2.37540 4.18326
11 C 0.88318 1.43796 3.21015
12 C 2.21783 1.52882 2.50305
13 C 2.10578 2.46576 1.31420
14 C 1.86217 3.81778 1.54208
15 C 1.51466 4.69920 0.52787
16 C 1.40773 4.18476 -0.75974
17 C 1.67037 2.85078 -1.04313
18 C 1.57681 2.35690 -2.46085
19 C 0.27093 1.75168 -2.96392
20 C 0.14402 1.67419 -4.34231
21 C -0.95525 1.10172 -4.97765
22 C -1.95846 0.62228 -4.14684
23 C -1.88574 0.67945 -2.75835
24 C -3.06851 0.06353 -2.02156
25 C -3.34167 0.42542 -0.58463
26 C -4.18272 1.48349 -0.30103
27 C -4.53425 1.83451 1.00448
28 C -3.98336 1.08754 2.02612
29 C -5.49302 2.99880 1.24478
30 C -6.86020 2.66779 0.63135
31 C -5.68729 3.28714 2.73326
32 C -4.93591 4.26700 0.58431
33 C -0.74377 1.22144 -2.12283
34 O -0.61270 1.19733 -0.81524
35 C -1.00126 1.00687 -6.50131
36 C 0.18936 0.17673 -7.00266
37 C -0.92319 2.41190 -7.11393
38 C -2.28556 0.34353 -6.99811
39 C 2.07448 2.02560 -0.00126
40 O 2.38587 0.71360 -0.32753
41 C 3.74990 0.33728 -0.19529
42 C 1.23136 6.16183 0.86515
43 C 2.46626 6.78753 1.52677
44 C 0.04611 6.23037 1.83811
45 C 0.88249 6.98414 -0.37494
46 C -0.04208 0.44669 2.83312
47 O 0.26138 -0.50534 1.97826
48 C -1.08498 3.43447 5.86236
49 C -2.30646 4.22803 5.37689
50 C -1.44064 2.72553 7.17595
51 C 0.04210 4.42715 6.14631
52 H -3.26316 -2.70701 1.22045
53 H -1.49970 -2.88608 1.45415
54 H -2.24988 -3.42518 -0.06616
55 H -1.87937 -1.46696 2.80231
56 H -3.07427 -0.66861 3.82667
57 H -2.59720 1.40977 4.85684
58 H 1.30237 3.10356 4.45771
59 H 2.51270 0.53136 2.18594
60 H 2.96726 1.90992 3.20277
61 H 1.89183 4.16695 2.56718
62 H 1.09388 4.81788 -1.58036
63 H 2.38795 1.64434 -2.64138
64 H 1.78015 3.21714 -3.10504
65 H 0.95688 2.07702 -4.94240
66 H -2.85106 0.17919 -4.57551
67 H -3.01262 -1.02624 -2.10689
68 H -3.95606 0.36931 -2.58284
69 H -4.56853 2.05619 -1.13837
70 H -4.17486 1.35062 3.05808
71 H -7.27414 1.76201 1.07929
72 H -6.77964 2.50171 -0.44384
73 H -7.56288 3.48910 0.79874
74 H -6.11748 2.43164 3.25821
75 H -6.36896 4.13226 2.85589
76 H -4.74259 3.54452 3.21656
77 H -4.83980 4.14977 -0.49534
78 H -3.94724 4.50466 0.98122
79 H -5.59897 5.11599 0.77330
80 H 1.13749 0.65985 -6.76164
81 H 0.13976 0.04850 -8.08817
82 H 0.19305 -0.81005 -6.53626
83 H -0.02078 2.93345 -6.79287
84 H -1.78217 3.01199 -6.80686
85 H -0.91257 2.35773 -8.20686
86 H -2.39858 -0.66478 -6.59583
87 H -2.26206 0.26922 -8.08826
88 H -3.16911 0.92112 -6.71890
89 H 4.39796 1.17569 -0.46195
90 H 3.90777 -0.49326 -0.88170
91 H 3.97528 0.01232 0.82281
92 H 2.71849 6.27984 2.45865
93 H 2.28260 7.84147 1.75352
94 H 3.33333 6.72254 0.86613
95 H 0.25831 5.68917 2.76096
96 H -0.84451 5.78327 1.39255
97 H -0.17974 7.26875 2.09806
98 H 1.68796 6.96412 -1.11188
99 H 0.71564 8.02472 -0.08637
100 H -0.02694 6.62110 -0.85696
101 H -3.16006 3.57112 5.20375
102 H -2.08410 4.73700 4.43642
103 H -2.60028 4.97772 6.11786
104 H -2.27554 2.03694 7.03794
105 H -1.72326 3.45225 7.94368
106 H -0.59030 2.14758 7.54352
107 H 0.31853 4.98541 5.24980
108 H 0.93549 3.92518 6.52335
109 H -0.28255 5.14700 6.90198
110 F 1.81215 -1.99736 -2.00635
111 C 0.52217 -1.44401 -1.91960
112 F -0.32105 -2.54249 -2.10730
113 H 0.40456 -0.81269 -2.80350

Calculated values
E_HOMO (spin up / spin down)   -4.171 / -3.982 eV
Total charge   -1
Kohn-Sham gap (spin up / spin down)   0.24448 / 0.23764 Ha
Largest force on an atom   0.45 eV Å⁻¹
E_tot   -2446.4027 Eh
Energy above the lowest of the compared OMol25 structures with the same formula, charge and spin   47.7 kJ/mol

Results of the Mulliken charge analysis, in e, for atoms 1 through 6: number 1, Pt, carries 2.60; number 2, C, carries -1.32; number 3, O, carries -0.47; number 4, C, carries 0.26; number 5, C, carries 0.42; number 6, C, carries -1.38


The following is a quantum chemistry calculation of a cluster of 11 separate species, C47H59N7O4 in total in a non-equilibrium geometry, from the Open Molecules 2025 dataset.

Atoms and positions in Å:
1 C 5.33454 -13.37066 14.19614
2 C 4.82705 -12.07945 14.16708
3 C 5.20134 -11.25121 15.21700
4 N 5.99265 -11.62969 16.21502
5 C 6.40306 -12.89837 16.27793
6 C 6.10588 -13.80712 15.26663
7 H 5.10818 -14.07789 13.40711
8 H 4.17712 -11.74455 13.37161
9 H 4.85309 -10.22734 15.30354
10 H 7.00694 -13.18566 17.12676
11 H 6.43338 -14.83795 15.24532
12 C 6.89334 -17.70533 19.90742
13 C 6.18233 -16.56594 20.26054
14 C 6.39642 -15.40307 19.55686
15 N 7.22979 -15.29189 18.50287
16 C 7.91769 -16.38868 18.21611
17 C 7.70461 -17.64101 18.79236
18 H 6.85269 -18.61968 20.48779
19 H 5.50748 -16.54009 21.10566
20 H 5.87392 -14.50806 19.87379
21 H 8.67182 -16.36658 17.43338
22 H 8.32736 -18.42027 18.37512
23 C 2.69263 -16.00122 14.66645
24 C 3.19214 -16.37101 13.43374
25 C 3.04570 -15.50058 12.35680
26 N 2.43540 -14.32046 12.44041
27 C 2.02066 -13.93028 13.65273
28 C 2.13962 -14.73416 14.78223
29 H 2.75356 -16.61632 15.55686
30 H 3.62980 -17.34297 13.24065
31 H 3.38279 -15.73016 11.35176
32 H 1.62303 -12.92534 13.71321
33 H 1.77375 -14.29271 15.70005
34 C 13.20771 -18.33738 13.10473
35 C 13.18571 -18.28053 11.72064
36 C 12.51193 -17.22087 11.12089
37 N 12.06597 -16.16378 11.80360
38 C 12.20018 -16.18666 13.12172
39 C 12.68900 -17.27546 13.83239
40 H 13.67097 -19.17097 13.61883
41 H 13.56175 -19.09561 11.11711
42 H 12.28232 -17.21909 10.06138
43 H 11.78504 -15.35361 13.68264
44 H 12.71917 -17.23713 14.91204
45 C 5.86054 -20.53631 11.41042
46 C 4.56005 -20.49167 11.87552
47 C 4.33338 -20.83452 13.20199
48 N 5.29560 -21.14560 14.06680
49 C 6.55955 -21.10890 13.61154
50 C 6.88478 -20.88585 12.28837
51 H 6.04660 -20.28343 10.37416
52 H 3.75197 -20.22248 11.20911
53 H 3.33201 -20.74972 13.61316
54 H 7.29650 -21.34674 14.36964
55 H 7.88706 -20.94838 11.88792
56 C 7.31145 -16.82447 13.56517
57 C 6.64955 -17.82813 14.23735
58 C 7.36314 -18.53460 15.19895
59 N 8.65969 -18.35316 15.42304
60 C 9.30336 -17.35379 14.79158
61 C 8.63938 -16.56380 13.86391
62 H 6.77633 -16.19889 12.86002
63 H 5.62699 -18.10300 14.01338
64 H 6.82742 -19.19882 15.86768
65 H 10.30829 -17.16958 15.13909
66 H 9.18615 -15.79416 13.33004
67 C 8.48388 -23.61788 17.44799
68 C 7.16745 -23.50597 17.86767
69 C 6.52688 -22.28755 17.92719
70 N 7.15999 -21.13466 17.67603
71 C 8.43994 -21.20346 17.28368
72 C 9.10781 -22.41539 17.15613
73 H 9.02639 -24.54948 17.41073
74 H 6.64661 -24.41481 18.15340
75 H 5.53261 -22.21631 18.34802
76 H 8.90421 -20.25002 17.06660
77 H 10.13838 -22.36376 16.82066
78 C 5.75442 -12.69552 10.16644
79 C 5.87378 -14.19095 9.95552
80 C 5.40242 -14.78005 8.68332
81 O 6.38694 -14.85813 10.83180
82 H 6.22590 -12.17391 9.33438
83 H 6.23848 -12.48406 11.11548
84 H 4.69464 -12.45012 10.26509
85 H 6.11958 -14.60750 7.87889
86 H 4.43927 -14.34902 8.39261
87 H 5.21296 -15.85093 8.76633
88 C 11.95853 -13.57060 17.68860
89 C 11.20663 -14.47810 16.74052
90 C 9.92358 -13.93348 16.16069
91 O 11.57733 -15.59654 16.47182
92 H 11.84791 -12.53239 17.38657
93 H 13.00162 -13.87196 17.55987
94 H 11.66842 -13.70417 18.72784
95 H 9.11222 -13.98162 16.89626
96 H 9.57184 -14.52020 15.31406
97 H 10.00502 -12.88832 15.86281
98 C 3.07819 -20.13109 18.72076
99 C 3.32535 -18.86854 17.93841
100 C 4.61357 -18.82045 17.15738
101 O 2.53238 -17.95734 17.94290
102 H 2.81546 -20.92718 18.01907
103 H 2.29721 -19.96941 19.45750
104 H 4.01302 -20.45263 19.18511
105 H 5.45740 -19.08446 17.79428
106 H 4.74844 -17.81850 16.74771
107 H 4.63417 -19.52902 16.32335
108 C 8.46225 -12.56998 12.75485
109 C 9.80688 -13.04698 12.22801
110 C 9.89040 -13.64749 10.85880
111 O 10.75610 -13.03852 12.98153
112 H 8.67880 -12.01569 13.66329
113 H 7.93844 -13.49659 13.01103
114 H 7.89234 -12.00836 12.01880
115 H 10.61464 -13.10958 10.24412
116 H 8.92056 -13.54608 10.36350
117 H 10.16490 -14.70067 10.85646

Calculated values
Structure (SMILES)   c1ccncc1.c1ccncc1.c1ccncc1.c1ccncc1.c1ccncc1.c1ccncc1.c1ccncc1.CC(C)=O.CC(C)=O.CC(C)=O.CC(C)=O
E_HOMO   -9.156 eV
Kohn-Sham gap   0.35441 Ha
Largest force on an atom   1.42 eV Å⁻¹
E_tot   -2510.5514 Eh
Energy above the lowest of the compared OMol25 structures with the same formula, charge and spin   0.0 kJ/mol

Results of the Mulliken charge analysis, in e, for atoms 1 through 6: number 1, C, carries -0.18; number 2, C, carries -0.69; number 3, C, carries -0.73; number 4, N, carries -0.65; number 5, C, carries -0.54; number 6, C, carries 0.48